No. 1
The following is a DFT calculation (ωB97M-V with the def2-TZVPD basis set) of a molecular structure, C17H19NO8SeY in a non-equilibrium geometry.

Last column: Mulliken charge in e.
Positions of all 47 atoms, in Å:
Y -1.047132 0.676847 -0.689882  1.140
O -4.737890 0.245983 -1.999616  -0.705
C -3.799120 -0.073260 -1.297426  0.118
O -2.570976 -0.279309 -1.690039  -0.673
C -4.036530 -0.311972 0.207832  -0.267
C -3.015895 -1.290306 0.819045  0.229
C -3.501255 -1.775693 2.184261  -1.085
C -3.251387 -0.523449 3.072587  -1.018
C -2.695819 0.470903 2.060004  -0.040
O -1.916767 -0.403027 1.190799  -0.414
C -3.826648 0.965439 1.126501  0.022
C -3.434978 2.267948 0.398711  0.057
O -4.141933 3.245896 0.517090  -0.702
O -2.303127 2.205642 -0.261400  -0.693
H -5.052862 -0.684597 0.294999  0.608
H -2.651827 -2.051662 0.143512  0.635
H -2.917408 -2.629769 2.522786  0.347
H -4.550629 -2.067690 2.145927  0.397
H -2.510137 -0.726477 3.843709  0.353
H -4.155031 -0.144683 3.549354  0.398
H -2.058550 1.248640 2.461365  0.600
H -4.722584 1.205048 1.686870  0.575
C 5.595106 -1.197918 -2.036804  -1.622
C 4.456189 -0.478522 -1.350985  0.641
C 3.929088 0.690723 -1.876190  -0.924
C 2.878845 1.374195 -1.267941  1.121
C 2.375658 2.632012 -1.921916  -1.714
C 2.307291 0.857756 -0.090194  0.205
Se 0.828458 1.758129 0.782139  -0.379
C 2.853668 -0.311444 0.472012  1.170
C 2.304541 -0.902518 1.744386  -1.581
C 3.910103 -0.956688 -0.170884  -1.011
H 5.552921 -1.057632 -3.119134  0.370
H 5.559885 -2.270508 -1.834386  0.368
H 6.566758 -0.828776 -1.694488  0.308
H 4.337357 1.085137 -2.804984  0.269
H 3.073802 2.958227 -2.697105  0.447
H 2.244826 3.430123 -1.192208  0.336
H 1.405742 2.476039 -2.393994  0.234
H 1.280340 -1.248450 1.597690  0.189
H 2.270256 -0.154425 2.539285  0.320
H 2.918700 -1.747311 2.068949  0.412
H 4.306330 -1.872809 0.265001  0.244
O -0.024875 -1.258031 -0.706935  -0.525
N 0.515138 -0.981813 -1.841798  1.441
O 1.285615 -1.719763 -2.391190  -0.648
O 0.166740 0.153831 -2.365296  -0.554

Cartesian forces, eV/Å:
0.65 1.03 0.64
0.05 0.04 0.03
0.08 -0.32 -0.19
-2.40 -0.84 -0.78
0.21 0.16 0.18
-0.25 0.30 0.23
-0.02 0.13 0.08
-0.05 -0.14 0.00
-0.30 -0.14 -0.30
-0.51 -0.13 0.25
0.17 -0.17 -0.27
0.23 0.03 -0.12
0.06 0.02 -0.05
-2.37 1.75 0.99
-0.09 0.02 0.10
0.12 -0.06 -0.10
0.02 0.00 0.02
0.02 -0.01 0.02
0.00 -0.03 0.02
0.02 -0.02 0.00
0.17 0.07 0.00
-0.13 -0.08 0.09
-0.09 0.04 0.05
0.11 -0.06 -0.08
0.01 0.06 -0.05
-0.08 -0.06 0.01
0.10 0.02 0.04
0.21 -0.02 0.17
1.83 0.95 1.01
-0.06 -0.03 -0.04
0.08 0.03 -0.05
-0.06 -0.03 0.15
-0.01 0.00 0.05
-0.01 0.05 0.00
-0.04 0.00 0.00
-0.03 -0.01 0.08
-0.05 -0.01 0.06
0.01 0.02 0.02
-0.08 -0.05 -0.01
-0.04 0.00 -0.02
0.02 -0.02 -0.02
-0.05 0.07 -0.02
-0.06 0.09 -0.03
1.26 -1.26 -1.01
0.22 -0.36 -0.28
-0.36 0.31 0.25
1.48 -1.34 -1.12

## Properties
E in eV: -102201.4067
Charge: -1
Spin multiplicity: 1
LUMO energy in eV: 2.686
Highest occupied orbital energy in eV: -4.81

***

No. 2
The following is a DFT calculation (ωB97M-V with the def2-TZVPD basis set) of C17H20BrFN6O2 in the gas phase.

Last column: Mulliken charge in e.
Positions of all 47 atoms, in Å:
O 2.124937 0.994583 1.316303  -0.658
C 1.468647 0.332978 2.093621  0.309
N 0.798282 0.893563 3.123438  0.152
C 0.726929 2.340104 3.239113  -1.092
C -0.184207 2.922274 2.162114  -0.557
C -1.619320 2.461646 2.315149  0.516
F -2.304932 3.339042 3.161612  -0.414
C -2.397955 2.403644 1.008732  -1.002
N -1.781520 1.436300 0.123190  0.772
C -1.168024 1.637495 -1.061903  0.123
C -0.637715 0.417249 -1.392463  -0.543
C 0.105374 0.020335 -2.613589  0.987
C -0.748353 -0.704972 -3.615927  -0.475
C -0.178488 -1.664752 -4.618303  -0.712
C -0.992192 -2.177318 -3.461499  -0.429
C 1.174133 0.955850 -3.114464  -0.835
C 1.557179 -0.330571 -2.437649  -0.736
N -0.954867 -0.452764 -0.396007  -0.083
N -1.634241 0.168620 0.517017  -0.934
C 1.345342 -1.182728 1.876078  0.429
N 1.837053 -1.539906 0.685613  -0.280
C 1.727139 -2.793793 0.313741  -0.421
N 1.173749 -3.780690 1.014234  -0.630
C 0.709151 -3.449108 2.200307  0.742
O 0.153931 -4.409787 2.944298  -0.493
C 0.772728 -2.139851 2.700581  0.172
Br 0.081874 -1.892199 4.444896  -0.228
H 0.247714 0.321926 3.737063  0.114
H 0.353462 2.581002 4.234791  0.444
H 1.729776 2.753662 3.140736  0.347
H -0.167727 4.014335 2.195709  0.437
H 0.210326 2.617428 1.191328  0.364
H -1.665051 1.474798 2.779870  0.243
H -3.430097 2.119833 1.210128  0.301
H -2.390424 3.372506 0.510321  0.296
H -1.152085 2.594342 -1.553483  0.435
H -1.594014 -0.119168 -3.961499  0.532
H -0.627017 -1.679232 -5.602064  0.280
H 0.885318 -1.856907 -4.615198  0.185
H -0.461742 -2.668062 -2.656039  0.133
H -1.981932 -2.565954 -3.656062  0.307
H 1.292418 1.022142 -4.187678  0.293
H 1.351215 1.875841 -2.573055  0.334
H 1.950965 -0.267889 -1.432204  0.178
H 1.974179 -1.119204 -3.048923  0.250
H 2.122298 -3.054560 -0.661601  0.469
H 0.197786 -5.222081 2.419628  0.374

Cartesian forces, eV/Å:
-0.01 0.00 -0.02
0.00 -0.03 0.02
0.06 0.01 0.03
0.00 0.01 -0.02
-0.02 0.06 0.00
0.02 0.00 0.01
-0.01 0.02 0.03
0.01 -0.01 0.00
0.03 0.01 -0.03
0.01 -0.01 0.03
-0.03 0.07 -0.04
0.01 -0.06 -0.01
0.00 -0.03 0.02
0.01 0.00 -0.01
0.00 0.00 0.01
-0.02 0.01 0.03
0.00 0.06 0.00
-0.03 -0.02 0.02
-0.02 -0.02 0.00
-0.04 -0.01 -0.07
0.05 -0.01 0.01
-0.01 0.03 0.04
0.00 0.01 0.01
-0.02 -0.01 -0.04
0.01 0.01 0.01
0.01 0.00 0.03
0.00 0.00 -0.02
-0.02 -0.02 0.01
0.00 -0.02 0.00
0.00 -0.01 0.00
-0.02 0.00 0.00
0.00 -0.01 0.00
-0.01 0.00 -0.02
0.00 -0.01 -0.02
0.02 0.01 0.01
0.00 0.00 0.00
0.00 0.00 0.00
0.00 0.00 0.01
0.00 0.00 0.00
0.00 0.00 0.00
0.00 0.01 0.00
0.00 -0.01 0.00
0.00 -0.01 0.00
0.00 -0.02 0.00
0.00 0.00 0.00
0.00 -0.01 0.00
0.00 -0.01 0.00

## Properties
E in eV: -103747.8048
Spin multiplicity: 1
LUMO energy in eV: 0.116
Energy relative to the best compared isomer or geometry (same formula, charge and spin) in eV: 0.429
Highest occupied orbital energy in eV: -9.34

***

No. 3
The following is a DFT calculation (ωB97M-V with the def2-TZVPD basis set) of a molecular structure, C17H20CoN5O7P2S.

Last column: Löwdin spin population.
Positions of all 53 atoms, in Å:
Co 0.322894 0.739313 -0.702943  0.970
C 3.045295 -1.558399 1.259169  0.073
C 3.516969 -0.155513 1.243892  0.525
O 4.021303 0.397747 2.374696  0.200
P 3.522025 0.889306 -0.165722  0.088
O 4.697067 0.532836 -1.162074  0.036
O 3.884834 2.325096 0.375760  0.009
O 2.267851 0.835859 -0.961191  0.035
P 0.359290 2.238130 2.241530  0.479
O 1.866131 2.960631 2.176161  0.128
O -0.674446 3.262203 1.918040  0.199
O 0.488011 0.972377 1.410701  0.188
H 3.836291 -2.232675 1.603265  0.018
H 2.741980 -1.881995 0.262902  -0.001
H 2.179181 -1.665121 1.920589  0.020
H 3.832971 -0.164794 3.137110  0.003
H 5.578365 0.734055 -0.822274  0.001
H 3.448652 2.488933 1.238248  0.003
H 1.778925 3.843654 2.559398  0.006
N -3.416184 2.186471 -0.596570  0.001
C -3.902642 0.886981 -0.581161  0.000
C -5.194908 0.392706 -0.454811  0.000
C -5.337439 -0.977184 -0.519151  0.000
C -4.231691 -1.818611 -0.716536  0.000
C -2.951370 -1.320934 -0.838548  0.000
C -2.786681 0.061709 -0.750553  0.001
N -1.653568 0.866794 -0.844122  -0.004
C -2.085238 2.108797 -0.758891  0.004
C -1.113577 3.180385 -0.860197  0.006
C -1.218976 4.528748 -0.847591  0.003
S 0.340503 5.215613 -0.951742  0.003
C 1.038288 3.670630 -1.015224  0.003
N 0.172168 2.699370 -0.965085  -0.001
H -3.947310 3.029226 -0.461507  0.000
H -6.045820 1.045650 -0.319326  0.000
H -6.322739 -1.412684 -0.428043  0.000
H -4.391729 -2.886133 -0.782074  0.000
H -2.115012 -1.980632 -1.010851  0.000
H -2.099265 5.139991 -0.749814  0.000
H 2.101625 3.507805 -1.078704  0.000
N 0.347371 -5.337360 -0.158363  0.000
C 0.342693 -3.991899 -0.274296  0.000
C 0.778738 -3.357888 -1.450434  0.000
C 0.760748 -1.987473 -1.518018  0.004
N 0.343806 -1.204617 -0.512043  -0.005
C -0.070647 -1.802071 0.615095  -0.001
C -0.090124 -3.165564 0.774040  0.001
H 0.624578 -5.922751 -0.924670  0.000
H 0.008228 -5.785770 0.672695  0.000
H 1.128228 -3.933261 -2.296405  0.000
H 1.101892 -1.479379 -2.411834  0.003
H -0.387971 -1.130121 1.401308  0.000
H -0.439586 -3.588194 1.706181  0.000

Cartesian forces, eV/Å:
-0.12 0.22 0.09
0.02 -0.02 -0.05
0.10 -0.08 0.00
-0.03 0.04 -0.01
-0.09 0.28 0.38
-0.01 0.07 -0.08
0.20 -0.29 -0.01
-0.07 -0.38 -0.43
-0.18 -0.17 0.13
-0.02 -0.11 -0.03
0.03 0.03 0.02
0.26 0.13 0.05
0.00 0.01 0.04
0.05 0.02 0.07
0.07 -0.01 0.04
0.01 0.00 -0.02
0.02 -0.02 0.00
-0.24 0.27 0.03
0.06 0.04 0.00
0.03 -0.07 -0.03
-0.05 0.04 0.01
0.03 -0.02 -0.01
0.00 -0.02 0.00
-0.02 0.00 0.00
-0.02 0.03 0.00
0.03 -0.02 -0.01
-0.03 -0.04 0.04
0.06 0.11 0.02
0.00 -0.04 -0.05
0.03 -0.03 -0.06
-0.03 0.02 0.01
-0.04 -0.07 -0.01
0.03 0.04 0.01
0.00 0.01 0.01
-0.01 0.01 0.00
-0.01 0.00 0.00
-0.01 -0.01 0.00
0.02 -0.01 -0.01
-0.01 0.01 0.00
0.05 0.00 0.00
0.00 -0.01 0.01
0.00 -0.03 0.00
0.00 0.03 0.02
-0.01 -0.01 -0.02
-0.01 0.04 -0.07
-0.10 0.03 -0.08
-0.01 0.03 -0.01
0.00 0.00 0.00
0.00 0.00 0.00
0.00 -0.01 -0.01
0.00 0.00 0.00
0.00 -0.01 0.02
0.00 -0.02 0.01

## Properties
E in eV: -106777.2815
Charge: +1
Spin multiplicity: 4
LUMO energy (spin up / spin down) in eV: -2.423 / -2.612
Energy relative to the best compared isomer or geometry (same formula, charge and spin) in eV: 3.280
Highest occupied orbital energy (spin up / spin down) in eV: -9.76 / -11.20

***

No. 4
The following is a DFT calculation (ωB97M-V with the def2-TZVPD basis set) of a molecular structure, C17H20EuF6N2O in a non-equilibrium geometry.

Last column: Löwdin spin population.
Positions of all 47 atoms, in Å:
C -0.838793 -4.153446 2.201098  0.001
C 0.575567 -3.981049 2.681522  0.001
H -1.366209 -3.205448 2.338512  0.001
H -1.395441 -4.903795 2.743558  0.000
H -0.834729 -4.290724 1.102758  0.000
H 0.744892 -2.946381 2.440036  0.001
H 0.720511 -4.052091 3.767711  0.000
H 1.294903 -4.553920 2.105302  0.000
C -2.317758 0.025493 -2.021724  0.006
C -2.947713 0.414121 -3.219744  0.001
C -2.220957 1.192168 -4.124350  0.006
C -0.891368 1.523323 -3.866431  0.001
H -2.832399 -0.538989 -1.234473  0.001
H -3.971271 0.102239 -3.388639  0.000
H -2.700366 1.523869 -5.052803  0.000
H -0.292545 2.132762 -4.550255  0.000
N -1.024760 0.345847 -1.781634  -0.006
C -0.268782 1.051524 -2.682469  0.008
C 1.198361 1.233118 -2.405542  0.009
N 1.686611 0.831949 -1.186159  -0.008
C 3.009028 0.684369 -0.943581  0.008
C 3.481572 1.670792 -3.087011  0.008
C 3.952040 1.106438 -1.892060  0.001
H 3.288223 0.237038 0.019874  0.001
H 5.001085 0.983608 -1.667790  0.000
C 2.110882 1.732049 -3.359735  0.000
H 1.715120 2.129641 -4.294966  0.000
H 4.198034 2.041682 -3.815125  0.000
Eu 0.248379 -0.589703 0.063445  6.986
C 0.795588 -2.635589 -1.389353  -0.017
H 1.884212 -2.702989 -1.416351  0.000
H 0.394955 -2.198028 -2.309495  0.001
H 0.338312 -3.593254 -1.159967  0.000
C -1.564506 2.846741 2.349574  0.000
C -0.902351 1.489026 2.568670  0.000
O -0.840383 0.740198 1.438641  -0.015
C 0.555223 1.723114 3.132332  0.001
F 0.556017 2.454668 4.276344  0.000
F 1.202200 0.544561 3.377026  0.001
F 1.285059 2.430394 2.209442  0.001
C -1.758066 0.621235 3.580749  0.000
F -1.916985 1.220155 4.790446  0.000
F -3.003300 0.417299 3.055332  0.000
F -1.187157 -0.601395 3.791066  0.001
H -0.906874 3.443054 1.700047  0.000
H -1.738660 3.372142 3.296242  0.000
H -2.515401 2.682188 1.819932  0.000

Cartesian forces, eV/Å:
-0.55 0.35 -0.62
0.19 0.67 0.11
-0.19 -0.10 0.22
-0.19 -0.45 -0.25
-0.18 -0.39 0.57
0.87 0.61 0.01
-0.06 -0.31 -0.35
0.10 -0.30 0.28
0.96 0.88 -0.86
0.64 -0.13 0.86
-0.10 -0.09 -0.08
0.73 -0.20 0.73
0.21 0.23 -0.39
0.09 0.17 -0.15
0.26 -0.09 0.41
-0.53 -0.28 0.10
-0.01 0.52 -1.20
-1.76 -0.27 -0.11
1.47 0.09 0.83
0.35 -0.04 -1.38
-0.72 0.93 -1.24
-0.13 -0.12 0.34
-0.84 -0.14 0.25
-0.07 0.31 -0.40
0.07 0.10 -0.20
-0.48 -0.36 0.49
0.45 -0.16 0.20
-0.16 -0.06 0.07
0.05 -1.40 1.24
-0.22 0.28 0.66
0.12 -0.22 -0.28
0.10 -0.26 -0.31
0.07 -0.30 -0.32
-0.10 0.16 -0.07
-0.27 -0.96 0.15
-0.03 0.82 0.75
-0.62 0.12 -0.03
0.26 -0.55 -0.63
-0.16 1.07 -0.30
-0.30 -0.81 0.77
0.30 0.35 -0.16
-0.05 -0.51 -0.52
1.01 0.06 0.59
-0.69 0.88 -0.05
-0.26 -0.14 0.24
0.01 -0.01 -0.26
0.34 0.05 0.28

## Properties
E in eV: -58614.5313
Spin multiplicity: 8
LUMO energy (spin up / spin down) in eV: -1.042 / -1.024
Highest occupied orbital energy (spin up / spin down) in eV: -5.73 / -6.13

***

Look up the spin multiplicity of the first one. 1